{
  "formula": "C9H24IN3O2P2",
  "method": "wB97M-V/def2-TZVPD",
  "elements": ["I", "P", "P", "O", "O", "N", "N", "N", "C", "C", "C", "C", "C", "C", "C", "C", "C", "H", "H", "H", "H", "H", "H", "H", "H", "H", "H", "H", "H", "H", "H", "H", "H", "H", "H", "H", "H", "H", "H", "H", "H"],
  "xyz": [[4.55603, 0.39077, 2.58801], [0.12554, -2.43577, 1.79865], [1.50181, -0.71568, 1.05450], [-0.24678, -3.44173, 0.55858], [-1.34503, -1.69062, 2.03046], [-3.02128, 2.45657, -1.43814], [0.58164, -3.23396, 3.05174], [-2.41195, 0.41056, -1.75077], [3.01259, -1.87452, 1.09289], [-2.88509, 1.49930, -2.34773], [-3.47826, 3.82527, -1.70102], [-2.09416, -0.85999, -2.40422], [4.39929, -1.27035, 1.19890], [5.45885, -2.29900, 1.60261], [-2.32430, 4.74180, -2.07490], [-2.62331, 1.96098, -0.21655], [-2.24396, 0.67718, -0.41496], [1.20938, -1.09061, -0.36676], [-2.99027, -1.28124, -2.85231], [2.89775, -2.64194, 1.86357], [6.31313, -1.83607, 2.09739], [-1.82023, 4.38854, -2.97417], [-2.69766, 5.74671, -2.26304], [2.97839, -2.38080, 0.11960], [-1.70875, -1.53593, -1.64923], [-1.58959, 4.79202, -1.27216], [5.03681, -3.02407, 2.29952], [-1.12603, -0.87414, 2.48974], [-0.10942, -3.19489, 3.79316], [-3.10722, 1.59558, -3.39620], [-4.22227, 3.77663, -2.49416], [-1.32809, -0.70463, -3.15853], [-3.98097, 4.16983, -0.80014], [2.29082, 0.42317, 0.62148], [1.64481, -0.39808, 2.46522], [-0.91896, -3.04425, 0.00371], [-2.63440, 2.57219, 0.66737], [4.68615, -0.85917, 0.23206], [0.25166, 0.16378, 0.99093], [-1.86398, -0.09057, 0.24359], [5.82731, -2.81291, 0.71130]],
  "forces_ev_per_a": [[0.00, 0.13, 0.08], [0.78, -0.14, 0.44], [0.07, 0.48, -0.51], [-0.42, -0.12, 0.03], [-0.34, -0.09, -0.46], [-0.11, -0.03, 0.02], [-0.07, 0.25, 0.10], [-0.03, 0.04, -0.04], [0.09, -0.18, -0.03], [0.08, 0.02, -0.07], [0.09, 0.11, -0.06], [-0.01, 0.03, -0.02], [0.09, -0.42, -0.25], [0.06, 0.12, 0.15], [0.02, -0.06, 0.03], [0.00, 0.11, -0.03], [0.12, -0.41, 0.05], [-0.11, -0.03, 0.06], [-0.02, 0.00, 0.01], [-0.19, 0.15, 0.12], [0.04, 0.00, -0.15], [-0.01, 0.01, -0.02], [-0.01, 0.01, 0.00], [-0.01, -0.09, 0.04], [0.04, 0.01, 0.01], [0.00, 0.01, 0.01], [0.02, -0.03, -0.06], [-0.06, 0.27, 0.12], [0.08, -0.36, 0.06], [-0.02, 0.00, -0.01], [-0.01, -0.02, -0.01], [0.03, 0.00, 0.01], [-0.02, -0.02, 0.02], [-0.06, -0.01, 0.01], [0.02, -0.04, 0.00], [-0.09, 0.03, -0.27], [0.02, -0.05, 0.04], [-0.04, 0.42, 0.20], [0.02, -0.10, 0.12], [0.09, 0.14, 0.21], [-0.12, -0.15, 0.04]],
  "lumo_energy_ev": -0.7,
  "e_homo_ev": -6.2
}